No. 1
Molecular formula: C18H19BrN2O6
Method: DFT, ωB97M-V/def2-TZVPD

Structure (XYZ):
```
46
Properties=species:S:1:pos:R:3
Br 5.879 -1.842 0.705
O -0.658 -4.452 1.632
O 1.005 -3.089 1.034
O -1.936 0.195 1.799
O 1.573 2.225 -1.326
O 3.764 -0.190 0.125
O -0.488 4.838 0.725
N -0.631 -1.067 0.456
N 1.297 0.854 0.478
C -3.770 -2.572 -2.210
C -0.955 0.087 1.089
C 1.648 5.445 0.822
C -0.172 -3.310 1.153
C 0.357 5.871 0.703
C -4.184 -1.677 0.097
C 1.993 1.371 -0.575
C 4.308 1.050 -1.654
C -1.260 -2.329 0.749
C 4.999 -0.522 -0.270
C 1.585 4.042 0.912
C -2.033 -2.897 -0.453
C -3.127 -1.955 -0.969
C 3.334 0.779 -0.727
C 5.396 0.202 -1.358
C -0.471 2.475 0.939
C 0.249 3.706 0.843
C -0.014 1.213 0.830
H 1.703 0.067 0.970
H 6.335 0.130 -1.866
H 2.529 6.054 0.839
H -5.011 -1.121 -0.338
H -1.530 2.582 1.133
H 0.060 -5.061 1.868
H -3.773 -1.082 0.907
H -1.323 -3.095 -1.261
H 0.192 -1.112 -0.126
H -0.065 6.851 0.598
H 2.413 3.377 1.040
H -2.479 -3.846 -0.151
H -2.662 -1.004 -1.253
H -1.942 -2.172 1.591
H -4.518 -1.901 -2.622
H -4.255 -3.512 -1.957
H -3.025 -2.766 -2.979
H -4.574 -2.610 0.501
H 4.238 1.770 -2.442
```

The calculation puts the orbital gap at 0.29910 Eh. Its net charge is 0. The spin multiplicity is 1. Its SMILES is CC(C)C[C@H](NC(=O)/C(=C/c1ccco1)NC(=O)c1ccc(Br)o1)C(=O)O. As for the LUMO energy: 0.167 eV.

Mulliken population analysis, charges in e, atoms 1 to 6:
1. Br -0.11
2. O -0.45
3. O -0.58
4. O -0.70
5. O -0.61
6. O -0.29


No. 2
Molecular formula: C2H4IN3
Method: DFT, ωB97M-V/def2-TZVPD

Structure (XYZ):
```
10
Properties=species:S:1:pos:R:3
I -2.803 0.385 0.159
N -0.263 -1.386 0.377
N 1.000 1.417 0.292
N -0.875 -2.167 -0.357
C -0.765 -0.259 0.754
C 0.204 0.708 -0.333
H -0.235 -2.877 -0.574
H 1.538 2.083 -0.146
H -0.377 0.014 1.812
H -0.136 0.541 -1.370
```

The calculation puts the orbital gap at 0.34470 Eh. Its net charge is 0. The spin multiplicity is 1. The value obtained for the energy relative to the best compared isomer or geometry (same formula, charge and spin) is 27.75 kcal per mole. Its SMILES is [H]/N=C/[C@@H](I)/N=N/[H]. As for the LUMO energy: 0.147 eV.

Mulliken population analysis, charges in e, atoms 1 to 6:
1. I 0.03
2. N 0.06
3. N -0.48
4. N -0.55
5. C -0.24
6. C -0.11


No. 3
Molecular formula: C6H6Cl2PS
Method: DFT, ωB97M-V/def2-TZVPD

Structure (XYZ):
```
16
Properties=species:S:1:pos:R:3
Cl -3.395 -1.891 -1.233
Cl 0.490 -3.340 0.399
S 0.582 -2.036 3.568
P 0.406 -1.840 1.681
C -0.524 1.006 -0.937
C 1.605 1.591 -0.104
C -0.584 -0.037 -0.043
C 0.560 1.816 -0.929
C 0.512 -0.312 0.742
C 1.587 0.499 0.808
H 0.688 2.561 -1.757
H 2.376 2.232 -0.165
H -3.872 -1.141 -2.169
H -1.373 1.127 -1.505
H 2.413 0.318 1.501
H -1.469 -0.551 0.144
```

The calculation puts the orbital gap (spin up / spin down) at 0.28678 / 0.17634 Eh. Its net charge is +1. The expectation value of S² is 2.0080. The spin multiplicity is 3. The value obtained for the energy relative to the best compared isomer or geometry (same formula, charge and spin) is 0.78 kcal per mole. As for the LUMO energy (spin up / spin down): -4.747 / -8.856 eV.

Mulliken population analysis, charges in e, atoms 1 to 6:
1. Cl -0.26
2. Cl -0.06
3. S 0.08
4. P 0.66
5. C -0.48
6. C -0.51


Calculated M (g mol⁻¹), listed in the same order as above: 439.3, 197.0, 212.1
Calculated E (Eh), listed in the same order as above: -3832.29745, -540.44573, -1891.79402